Record 1
Entry from the Open Molecules 2025 dataset: 6 unconnected molecules or ions with the total composition C19H48ClNO4 in a non-equilibrium geometry (ωB97M-V with the def2-TZVPD basis set).

The energy above the lowest of the compared OMol25 structures with the same formula, charge and spin comes out at 0.000 eV. For the HOMO energy, the calculation gives -8.74 eV. The net charge is 0. As for the total energy: -42675.86133 eV. For the gap between HOMO and LUMO, the calculation gives 8.78 eV. The LUMO energy comes out at 0.001 Eh. The molecular weight comes out at 390.0 g/mol.

Each line ends with the Mulliken charge.
Positions of all 73 atoms, in Å:
C  4.812  1.744  0.444  -1.29
C  3.661  2.123  -0.401  -0.90
C  3.080  0.939  -1.063  0.00
C  1.789  1.272  -1.779  -1.08
N  1.278  0.162  -2.665  0.62
C  0.932  -1.112  -1.823  0.21
C  2.155  -1.978  -1.788  -0.60
C  2.799  -1.731  -3.100  -0.60
C  2.277  -0.419  -3.677  -1.03
C  -0.096  0.596  -3.175  -0.39
C  -0.117  1.855  -4.044  -0.10
C  -1.263  2.066  -4.893  -1.44
H  5.705  1.295  -0.078  0.32
H  4.693  1.067  1.302  0.31
H  5.232  2.812  0.907  0.30
H  3.809  2.831  -1.231  0.38
H  2.952  2.705  0.047  0.61
H  3.127  0.212  -0.461  0.20
H  3.784  0.486  -1.925  0.11
H  2.022  2.206  -2.381  0.46
H  0.954  1.503  -1.092  0.54
H  0.215  -1.723  -2.285  0.91
H  0.482  -0.794  -0.716  -0.87
H  1.770  -2.977  -1.774  0.63
H  2.693  -1.802  -0.917  -0.01
H  2.486  -2.448  -3.866  0.27
H  3.831  -1.488  -3.022  0.43
H  1.658  -0.543  -4.583  0.47
H  3.123  0.184  -3.934  0.45
H  -0.893  0.671  -2.280  0.25
H  -0.341  -0.462  -3.657  0.36
H  0.754  2.035  -4.683  0.35
H  0.014  2.637  -3.144  0.20
H  -2.108  2.016  -4.287  0.39
H  -1.355  1.191  -5.743  0.26
H  -1.289  3.036  -5.535  0.33
Cl  -1.519  0.679  0.784  -0.91
C  -0.766  3.182  5.309  -1.16
C  -1.075  2.065  4.240  0.27
O  -1.905  2.608  3.135  -0.46
H  -0.006  4.001  4.964  0.24
H  -0.330  2.804  6.224  0.36
H  -1.804  3.444  5.537  0.30
H  -1.538  1.235  4.707  0.23
H  -0.224  1.542  3.770  0.04
H  -1.894  1.916  2.602  0.23
C  2.859  -1.826  2.560  -1.25
C  1.336  -1.643  2.008  -0.22
O  1.421  -0.213  1.637  -0.33
H  3.597  -1.736  1.792  0.31
H  2.703  -2.876  2.524  0.39
H  3.327  -1.275  3.382  0.31
H  0.488  -1.963  2.561  0.61
H  0.979  -2.295  1.200  0.13
H  0.620  0.038  1.248  -0.06
C  -4.477  -1.940  -0.678  -1.02
C  -3.513  -1.768  -1.747  -0.46
O  -2.227  -1.820  -1.123  -0.29
H  -4.442  -2.918  -0.221  0.28
H  -5.668  -1.975  -1.048  0.29
H  -4.356  -1.301  0.143  0.22
H  -3.864  -0.939  -2.339  0.22
H  -3.518  -2.485  -2.413  0.62
H  -2.351  -0.970  -0.552  0.05
C  -4.609  -2.146  4.352  -1.04
C  -4.027  -1.045  3.469  0.06
O  -2.627  -1.355  3.096  -0.39
H  -5.661  -1.841  4.523  0.36
H  -3.912  -2.298  5.230  0.28
H  -4.521  -3.209  3.660  0.18
H  -4.179  -0.051  3.939  0.28
H  -4.528  -1.052  2.470  0.07
H  -2.413  -0.740  2.361  0.24


Record 2
Entry from the Open Molecules 2025 dataset: a molecular structure, C8H32N8O8 in a non-equilibrium geometry (ωB97M-V with the def2-TZVPD basis set).

The energy above the lowest of the compared OMol25 structures with the same formula, charge and spin comes out at 16.121 eV. For the HOMO energy, the calculation gives -8.45 eV. The net charge is 0. As for the total energy: -37102.48085 eV. For the gap between HOMO and LUMO, the calculation gives 8.04 eV. The LUMO energy comes out at -0.015 Eh. The molecular weight comes out at 368.4 g/mol.

Each line ends with the natural charge from an NBO analysis.
Positions of all 56 atoms, in Å:
C  0.046  3.192  1.003  -0.28
O  0.517  3.153  -0.307  -0.63
H  -0.664  4.019  1.033  0.20
H  -0.516  2.304  1.291  0.23
H  0.834  3.295  1.748  0.19
H  0.790  4.062  -0.451  0.50
C  -2.444  0.970  -1.871  -0.25
O  -1.137  0.698  -2.275  -0.79
H  -2.832  0.496  -0.969  0.16
H  -2.496  2.031  -1.624  0.13
H  -3.217  0.900  -2.637  0.19
H  -0.483  0.761  -1.575  0.46
C  0.113  0.487  0.103  -0.31
O  0.410  1.351  -1.007  -0.75
H  0.941  0.629  0.797  0.20
H  -0.798  0.815  0.605  0.16
H  -0.018  -0.568  -0.138  0.22
H  0.407  2.263  -0.710  0.41
C  0.814  -1.517  -2.314  -0.30
O  0.908  -2.656  -1.450  -0.73
H  -0.173  -1.531  -2.777  0.23
H  0.955  -0.618  -1.714  0.21
H  1.547  -1.539  -3.121  0.19
H  1.269  -3.401  -1.937  0.51
C  2.137  -2.665  1.004  0.75
O  2.792  -2.943  1.951  -0.69
N  1.106  -3.340  0.559  -0.88
N  2.362  -1.791  0.087  -0.84
H  0.856  -4.180  1.060  0.37
H  0.634  -3.171  -0.318  0.42
H  1.686  -1.660  -0.652  0.40
H  3.042  -1.108  0.391  0.38
C  0.453  -1.149  3.070  0.80
O  0.054  -0.681  2.021  -0.71
N  0.248  -2.308  3.578  -0.79
N  1.060  -0.455  3.942  -0.78
H  0.655  -2.569  4.465  0.40
H  -0.350  -2.960  3.092  0.42
H  1.367  0.484  3.733  0.39
H  1.448  -0.844  4.790  0.39
C  -2.317  -2.364  1.118  0.74
O  -3.490  -2.764  0.945  -0.73
N  -2.003  -1.132  1.187  -0.85
N  -1.298  -3.104  1.287  -0.89
H  -2.763  -0.469  1.127  0.38
H  -1.087  -0.799  1.453  0.40
H  -0.365  -2.741  1.416  0.42
H  -1.462  -4.058  0.999  0.40
C  -0.128  3.652  -3.285  0.74
O  -0.541  3.693  -4.452  -0.68
N  0.223  2.577  -2.634  -0.79
N  0.122  4.649  -2.506  -0.81
H  0.033  1.698  -3.095  0.43
H  0.375  2.667  -1.640  0.35
H  -0.265  5.549  -2.756  0.40
H  0.643  4.687  -1.642  0.32


Record 3
Entry from the Open Molecules 2025 dataset: a molecular structure, C10H36FeN18O12 in a non-equilibrium geometry (ωB97M-V with the def2-TZVPD basis set).

The energy above the lowest of the compared OMol25 structures with the same formula, charge and spin comes out at 0.237 eV. For the HOMO energy (spin up / spin down), the calculation gives -9.10 / -9.10 eV. The net charge is 0. As for the total energy: -96743.86760 eV. For the gap between HOMO and LUMO (spin up / spin down), the calculation gives 8.22 / 7.76 eV. The LUMO energy (spin up / spin down) comes out at -0.032 / -0.049 Eh. The molecular weight comes out at 656.4 g/mol. Its multiplicity is 5.

Each line ends with the Löwdin spin population.
Positions of all 77 atoms, in Å:
Fe  -2.221  -0.196  -0.113  3.76
C  0.225  0.119  -0.491  0.01
O  -0.215  -0.543  0.511  0.06
O  1.442  0.228  -0.781  0.01
O  -0.683  0.847  -1.060  0.06
C  1.383  3.874  0.549  0.00
O  1.797  4.866  1.162  0.00
N  0.171  3.634  0.051  0.00
N  2.233  2.811  0.438  0.00
H  -0.053  2.852  -0.543  0.00
H  -0.469  4.407  0.136  0.00
H  3.180  2.757  0.761  0.00
H  1.944  2.008  -0.108  0.00
C  -2.766  2.456  -3.669  0.00
O  -3.195  1.337  -3.905  0.00
N  -3.150  3.613  -4.288  0.00
N  -1.827  2.745  -2.732  0.00
H  -3.640  3.446  -5.155  0.00
H  -2.516  4.385  -4.226  0.00
H  -1.551  3.679  -2.493  0.00
H  -1.369  2.006  -2.199  0.00
C  -1.524  0.253  4.236  0.00
O  -1.727  1.467  4.370  0.00
N  -2.312  -0.646  4.891  0.00
N  -0.674  -0.345  3.377  0.00
H  -2.274  -1.647  4.814  0.00
H  -3.034  -0.163  5.399  0.00
H  -0.462  -1.301  3.579  0.00
H  -0.184  0.074  2.605  0.00
C  4.338  -0.949  1.078  0.00
O  5.448  -1.339  1.391  0.00
N  4.102  -0.024  0.130  0.00
N  3.140  -1.481  1.523  0.00
H  4.843  0.239  -0.493  0.00
H  3.127  0.189  -0.069  0.00
H  2.235  -1.291  1.136  0.00
H  3.293  -2.377  1.957  0.00
C  -2.995  2.691  1.148  0.01
O  -2.787  1.504  0.858  0.05
N  -3.049  3.657  0.189  0.00
N  -3.041  3.169  2.391  0.00
H  -3.539  4.469  0.525  0.00
H  -2.934  3.464  -0.793  0.00
H  -2.708  2.571  3.147  0.00
H  -3.208  4.141  2.573  0.00
C  -0.774  -3.600  3.118  0.00
O  -1.911  -3.178  3.336  0.00
N  0.022  -2.934  2.225  0.00
N  -0.079  -4.504  3.840  0.00
H  -0.365  -2.132  1.744  0.00
H  0.954  -3.305  2.242  0.00
H  -0.641  -5.114  4.411  0.00
H  0.910  -4.648  3.771  0.00
C  2.362  -3.416  -1.451  0.00
O  2.898  -4.492  -1.649  0.00
N  1.230  -3.266  -0.691  0.00
N  2.822  -2.217  -1.881  0.00
H  0.931  -2.359  -0.382  0.00
H  0.799  -4.074  -0.286  0.00
H  2.332  -1.354  -1.680  0.00
H  3.702  -2.196  -2.366  0.00
C  -2.379  -3.326  -1.296  0.01
O  -2.007  -2.202  -0.942  0.03
N  -3.273  -3.436  -2.316  0.00
N  -2.061  -4.486  -0.688  0.00
H  -3.182  -2.652  -2.943  0.00
H  -3.554  -4.375  -2.539  0.00
H  -1.445  -4.403  0.104  0.00
H  -2.192  -5.304  -1.254  0.00
C  3.137  2.198  -3.331  0.00
O  3.985  2.847  -3.925  0.00
N  3.337  0.995  -2.727  0.00
N  1.835  2.554  -3.175  0.00
H  4.307  0.723  -2.702  0.00
H  2.630  0.584  -2.136  0.00
H  1.686  3.501  -3.486  0.00
H  1.191  1.912  -2.754  0.00


Record 4
Entry from the Open Molecules 2025 dataset: C10H19N3O4 in the gas phase in a non-equilibrium geometry (ωB97M-V with the def2-TZVPD basis set).

The energy above the lowest of the compared OMol25 structures with the same formula, charge and spin comes out at 8.601 eV. For the HOMO energy, the calculation gives -9.31 eV. The net charge is 0. As for the total energy: -23332.14362 eV. For the gap between HOMO and LUMO, the calculation gives 9.46 eV. The LUMO energy comes out at 0.005 Eh. The structure (SMILES) is CC(C)C[C@H](NC(=O)[C@@H](N)CC(N)=O)C(=O)O. The molecular weight comes out at 245.3 g/mol.

Each line ends with the natural charge from an NBO analysis.
Positions of all 36 atoms, in Å:
C  3.228  0.438  -1.070  -0.62
C  3.071  -0.087  0.347  -0.25
C  4.150  0.819  1.293  -0.63
C  1.647  0.080  0.733  -0.42
C  0.828  -0.476  -0.403  -0.20
N  -0.461  -0.046  0.025  -0.63
C  -1.124  1.065  -0.417  0.70
O  -0.637  1.853  -1.104  -0.62
C  -2.560  1.244  0.296  -0.17
N  -2.976  2.580  0.173  -0.87
C  -3.463  0.204  -0.405  -0.53
C  -3.421  -1.134  0.308  0.69
N  -4.278  -2.093  -0.332  -0.88
O  -2.924  -1.562  1.310  -0.59
C  0.970  -1.977  -0.314  0.77
O  0.460  -2.628  0.698  -0.59
O  1.781  -2.683  -1.092  -0.64
H  2.147  1.105  -1.309  0.21
H  4.311  1.024  -1.257  0.25
H  2.884  -0.560  -1.673  0.18
H  3.336  -1.115  0.421  0.20
H  5.188  1.071  0.616  0.21
H  3.484  1.851  1.350  0.21
H  4.454  0.282  2.339  0.23
H  1.507  -0.332  1.736  0.25
H  1.394  1.057  1.108  0.23
H  0.871  0.059  -1.335  0.26
H  -0.816  -0.609  0.780  0.44
H  -2.403  0.786  1.284  0.22
H  -3.061  3.036  1.347  0.38
H  -2.083  3.100  -0.539  0.41
H  -4.498  0.645  -0.578  0.26
H  -3.163  -0.178  -1.478  0.24
H  -5.127  -1.644  -0.972  0.38
H  -4.621  -2.958  0.218  0.41
H  1.905  -2.215  -2.102  0.50